Molecular formula: C6H8
Method: DFT, ωB97M-V with the def2-TZVPD basis set

```
14
Properties=species:S:1:pos:R:3:forces:R:3
C 2.496 -0.694 0.008 0.1 0.1 -0.2
H 0.893 1.838 -0.830 -0.5 0.3 -0.1
H -2.078 -0.724 -1.319 0.3 -0.4 0.4
C -0.823 0.595 -0.128 0.3 0.6 0.7
H -2.082 -0.539 1.349 -0.2 0.1 -0.3
H -0.375 -1.044 1.352 0.4 0.0 -0.2
C 1.594 0.098 0.000 0.0 0.8 0.2
C -1.156 -0.715 -0.728 0.6 -0.3 -0.6
H 3.371 -1.302 -0.050 -0.2 -0.1 0.1
C 0.567 1.188 -0.024 0.9 -1.6 0.6
H -0.287 -1.244 -1.178 -0.9 0.2 0.4
C -1.156 -0.556 0.791 -0.5 0.0 -0.6
H -1.544 1.390 -0.190 -0.5 0.0 -0.1
H 0.578 1.710 0.948 0.4 0.1 -0.5
```
Forces are in eV/Å.

Gap between HOMO and LUMO (eV): 11.04
Max |F| (eV/Å): 1.92
Multiplicity: 1
Structure (SMILES): C#CCC1CC1

These are the Löwdin partial charges, in e, on atoms 1 to 5: number 1, C, carries 0.108; number 2, H, carries 0.111; number 3, H, carries 0.100; number 4, C, carries -0.339; number 5, H, carries 0.091


Molecular formula: C6H8
Method: DFT, ωB97M-V with the def2-TZVPD basis set

```
14
Properties=species:S:1:pos:R:3:forces:R:3
C 0.823 -1.152 0.578 0.3 0.2 0.0
H -0.889 1.156 -1.350 -0.1 -0.1 0.1
C 1.818 1.137 -0.049 0.0 -0.2 0.0
H -1.811 -0.320 1.186 0.0 0.0 -0.2
H 2.576 1.435 -0.765 0.0 -0.2 0.1
H 1.185 1.915 0.376 0.3 0.0 0.1
C -1.341 -0.198 0.210 0.0 0.2 0.0
H -0.243 -1.277 -1.306 -0.1 0.0 0.2
C -0.460 -1.337 -0.234 -0.1 0.0 -0.1
H -0.911 -2.315 -0.035 0.1 0.2 0.0
H -1.896 1.835 0.045 -0.1 -0.1 -0.1
C -1.386 0.985 -0.398 -0.1 -0.1 0.0
H 1.007 -1.778 1.446 0.1 0.0 -0.1
C 1.527 -0.088 0.297 -0.2 0.1 0.0
```
Forces are in eV/Å.

Gap between HOMO and LUMO (eV): 10.32
Max |F| (eV/Å): 0.32
Multiplicity: 1
Structure (SMILES): C=C=CCC=C

These are the Löwdin partial charges, in e, on atoms 1 to 5: number 1, C, carries -0.115; number 2, H, carries 0.062; number 3, C, carries 0.002; number 4, H, carries 0.103; number 5, H, carries 0.056


Molecular formula: C6H8
Method: DFT, ωB97M-V with the def2-TZVPD basis set

```
14
Properties=species:S:1:pos:R:3:forces:R:3
C -0.465 -0.197 -0.199 -1.4 -3.6 1.5
C 2.776 -0.634 0.088 -0.1 0.8 1.8
H -0.390 -1.385 -0.278 0.1 2.8 -0.2
C 0.533 0.635 -0.088 1.8 3.1 0.5
H -3.838 0.134 0.207 -1.1 0.1 0.1
H -2.982 -1.378 -0.592 0.2 1.9 0.9
C -1.788 0.310 0.235 -1.3 -1.2 -2.4
H 0.096 1.729 0.029 1.6 -2.0 0.0
C 2.043 0.498 -0.118 -0.4 0.0 -1.7
H 3.882 -0.674 0.102 -0.7 0.5 -0.6
H 2.418 -1.515 0.680 -0.4 0.8 -1.0
H -1.806 1.348 0.595 -0.2 -0.6 0.1
H 2.462 1.470 -0.571 0.0 -1.8 0.9
C -2.942 -0.341 -0.089 2.0 -0.7 0.2
```
Forces are in eV/Å.

Gap between HOMO and LUMO (eV): 8.99
Max |F| (eV/Å): 4.18
Multiplicity: 1
Structure (SMILES): C=C/C=C/C=C

These are the Löwdin partial charges, in e, on atoms 1 to 5: number 1, C, carries -0.166; number 2, C, carries -0.014; number 3, H, carries 0.157; number 4, C, carries -0.167; number 5, H, carries 0.024


Molecular formula: C6H8
Method: DFT, ωB97M-V with the def2-TZVPD basis set

```
14
Properties=species:S:1:pos:R:3:forces:R:3
C -1.526 0.681 -0.207 0.4 0.7 0.4
H 0.918 -0.993 1.951 0.1 0.1 -0.1
C 0.814 0.291 0.216 -1.2 -0.4 -1.8
H 1.446 0.954 -0.388 -0.1 0.0 0.1
C -0.459 0.936 0.646 -0.8 0.2 -0.2
H -0.492 1.579 1.519 -0.1 -0.1 -0.1
H 0.736 -1.188 -1.692 -0.1 0.1 0.2
H 2.518 -0.152 1.527 -0.1 -0.1 -0.1
H -1.534 -0.082 -2.262 -0.1 -0.2 0.2
C 1.471 -0.324 1.298 1.0 -0.7 1.1
H -2.479 1.198 -0.138 0.1 -0.1 0.0
C 0.074 -0.850 -0.890 1.5 0.5 0.8
H -0.113 -1.655 -0.183 -0.1 -0.2 -0.2
C -1.127 -0.136 -1.256 -0.6 0.2 -0.4
```
Forces are in eV/Å.

Gap between HOMO and LUMO (spin up / spin down) (eV): 7.97 / 7.31
Max |F| (eV/Å): 2.15
Multiplicity: 1

These are the Löwdin partial charges, in e, on atoms 1 to 5: number 1, C, carries -0.110; number 2, H, carries 0.062; number 3, C, carries -0.372; number 4, H, carries 0.139; number 5, C, carries -0.071


Results for energy relative to the best compared isomer or geometry (same formula, charge and spin): 46.3, 43.6, 49.9, 70.4 (in kcal/mol, following the order of the records).